(1)
DFT (wB97M-V/def2-TZVPD) results for a structure of composition C36H24Cl3F5N6O3S3Sn.

Cartesian coordinates (Å):
Sn -0.11 -0.12 -0.12
C -1.14 3.79 3.52
N 0.11 3.10 3.40
C 0.70 2.31 4.36
C 1.78 1.74 3.82
N 1.88 2.16 2.50
C 0.83 3.03 2.23
S 0.50 3.99 0.92
C 2.85 1.67 1.60
C 3.95 0.96 2.09
C 4.88 0.49 1.19
C 4.73 0.79 -0.16
C 3.61 1.50 -0.54
N 2.69 1.93 0.31
H -1.33 4.01 4.57
H -1.96 3.19 3.12
H -1.09 4.71 2.94
H 0.27 2.19 5.34
H 2.45 1.03 4.26
H 4.05 0.74 3.14
H 5.71 -0.12 1.53
H 5.44 0.44 -0.89
H 3.44 1.76 -1.58
Cl 1.02 1.71 -2.98
C 2.20 0.79 -3.84
C 2.65 1.30 -5.05
C 3.64 0.64 -5.76
C 4.18 -0.52 -5.24
C 3.72 -1.02 -4.04
Cl 4.48 -2.46 -3.43
C 2.68 -0.41 -3.28
S 2.18 -1.11 -1.78
H 2.23 2.23 -5.41
H 3.98 1.04 -6.71
H 4.98 -1.04 -5.75
O -2.17 1.75 -0.78
S -2.61 1.54 -2.19
C -4.43 1.42 -2.11
C -4.92 2.84 -1.94
C -4.18 3.63 -3.02
C -2.71 3.26 -2.88
H -4.67 0.76 -1.28
H -4.77 0.96 -3.04
H -4.62 3.20 -0.95
H -6.00 2.94 -2.03
H -4.34 4.71 -2.93
H -4.55 3.32 -4.00
H -2.19 3.87 -2.14
H -2.17 3.28 -3.82
Cl 3.57 -7.15 3.90
C 2.90 -5.70 3.20
C 3.53 -4.49 3.43
C 2.98 -3.34 2.88
C 1.83 -3.41 2.10
C 1.23 -4.64 1.88
C 1.76 -5.80 2.43
C 1.24 -2.16 1.50
O 0.30 -2.34 0.66
O 1.68 -1.06 1.86
H 4.43 -4.45 4.03
H 3.44 -2.37 3.04
H 0.34 -4.67 1.26
H 1.29 -6.76 2.26
N -1.26 -1.24 -1.80
C -1.91 -2.00 -2.38
C -2.74 -2.80 -3.15
C -2.63 -4.20 -3.19
N -2.58 -5.36 -3.27
C -3.73 -2.17 -3.92
N -4.54 -1.65 -4.57
F -3.79 -1.32 -0.30
C -3.51 -0.94 0.98
C -2.24 -0.52 1.32
C -2.13 -0.15 2.64
F -0.92 0.26 3.10
C -3.16 -0.15 3.56
F -2.98 0.28 4.84
C -4.41 -0.58 3.17
F -5.44 -0.60 4.03
C -4.58 -1.00 1.86
F -5.80 -1.43 1.47

As for the net charge: -2. The frontier orbital gap is 6.0369 eV.

(2)
DFT (wB97M-V/def2-TZVPD) results for a structure of composition C36H25F6N6O6S2Sc at a distorted geometry.

Cartesian coordinates (Å):
Sc -0.78 0.03 0.59
C -3.32 -2.40 1.20
O -2.37 -1.90 0.27
C -2.19 -2.59 -0.89
C -2.67 -3.88 -1.09
C -2.46 -4.50 -2.31
C -1.79 -3.84 -3.33
C -1.31 -2.56 -3.11
C -1.49 -1.93 -1.89
N -0.98 -0.62 -1.57
N -0.29 -0.16 -2.52
C 0.30 1.07 -2.50
C 0.05 2.06 -1.53
O -0.64 1.79 -0.48
C 0.62 3.35 -1.72
C 1.48 3.59 -2.74
C 1.83 2.59 -3.69
C 2.78 2.84 -4.70
C 3.13 1.87 -5.59
C 2.51 0.61 -5.51
C 1.58 0.34 -4.54
C 1.22 1.33 -3.60
H -4.24 -2.67 0.68
H -2.93 -3.26 1.74
H -3.52 -1.59 1.90
H -3.19 -4.40 -0.30
H -2.84 -5.51 -2.47
H -1.64 -4.32 -4.29
H -0.79 -2.03 -3.90
H 0.38 4.12 -0.99
H 1.93 4.57 -2.83
H 3.25 3.82 -4.74
H 3.87 2.06 -6.36
H 2.78 -0.17 -6.22
H 1.12 -0.64 -4.47
C -1.58 -0.81 5.00
C -0.56 -1.70 5.30
C 0.19 -2.24 4.28
C -0.08 -1.89 2.96
N -1.05 -1.00 2.68
C -1.77 -0.48 3.68
C 0.67 -2.43 1.80
C 1.35 -3.65 1.92
C 2.06 -4.16 0.85
C 2.09 -3.45 -0.34
C 1.39 -2.25 -0.45
C 0.65 -1.69 0.60
H -2.19 -0.36 5.77
H -0.35 -1.97 6.33
H 1.01 -2.93 4.50
H -2.54 0.23 3.39
H 1.31 -4.21 2.84
H 2.57 -5.11 0.93
H 2.63 -3.83 -1.20
H 1.42 -1.75 -1.42
F -5.32 3.34 1.21
C -4.80 2.13 1.30
F -5.63 1.25 0.74
F -4.63 1.81 2.58
S -3.20 2.05 0.41
O -2.77 0.68 0.78
O -3.49 2.29 -0.96
N -2.42 3.18 1.17
S -0.99 3.01 1.82
O -0.62 1.61 2.11
O 0.03 3.90 1.36
C -1.38 3.62 3.50
F -2.27 2.83 4.09
F -0.26 3.60 4.22
F -1.85 4.85 3.46
N 5.50 1.23 -2.41
C 4.84 1.31 -1.47
C 4.02 1.41 -0.28
C 4.49 2.02 0.88
C 3.65 2.07 1.97
C 2.37 1.55 1.85
N 1.91 0.98 0.74
C 2.73 0.90 -0.30
H 5.49 2.42 0.92
H 3.96 2.53 2.90
H 1.68 1.60 2.68
H 2.37 0.42 -1.20

The frontier orbital gap is 6.9778 eV.

(3)
DFT (wB97M-V/def2-TZVPD) results for a structure of composition C36H25MoN7O3S2.

Cartesian coordinates (Å):
Mo -0.76 0.55 0.65
C -1.07 -3.17 3.16
C -1.02 -1.84 2.71
N -0.96 -1.51 1.43
C -0.99 -2.54 0.52
C -1.06 -3.90 0.89
C -1.08 -4.19 2.27
C -1.14 -4.88 -0.12
C -1.20 -4.48 -1.43
C -1.14 -3.13 -1.81
C -1.01 -2.14 -0.85
N -0.98 -0.78 -0.99
C -1.13 -0.15 -2.21
C -0.70 -0.51 -3.47
C -1.04 0.27 -4.59
C -1.82 1.39 -4.50
C -2.27 1.81 -3.22
C -3.12 2.91 -2.98
C -3.51 3.19 -1.70
C -3.00 2.44 -0.64
N -2.15 1.44 -0.81
C -1.86 1.07 -2.10
H -1.10 -3.35 4.23
H -1.02 -1.05 3.44
H -1.12 -5.23 2.59
H -1.18 -5.93 0.15
H -1.29 -5.23 -2.21
H -1.23 -2.88 -2.85
H -0.07 -1.38 -3.60
H -0.68 -0.04 -5.57
H -2.10 1.95 -5.38
H -3.46 3.51 -3.82
H -4.19 4.00 -1.49
H -3.27 2.67 0.38
O 5.00 -3.40 -3.36
C 3.98 -3.67 -2.51
O 3.76 -4.79 -2.17
C 3.23 -2.48 -1.99
C 3.05 -1.32 -2.74
C 2.33 -0.25 -2.22
C 1.80 -0.33 -0.93
C 1.97 -1.49 -0.19
C 2.67 -2.56 -0.72
N 1.05 0.76 -0.38
C 1.59 1.95 -0.51
C 0.89 3.02 0.07
C 1.34 4.35 0.01
C 0.63 5.34 0.63
C -0.54 4.98 1.33
C -0.93 3.67 1.35
N -0.26 2.67 0.72
H 5.13 -2.44 -3.43
H 3.41 -1.25 -3.76
H 2.14 0.62 -2.83
H 1.55 -1.55 0.80
H 2.78 -3.48 -0.16
H 2.56 2.09 -0.97
H 2.26 4.56 -0.52
H 0.95 6.37 0.60
H -1.13 5.72 1.85
H -1.82 3.38 1.90
S 0.79 0.93 2.67
C -0.34 1.38 3.94
C 0.26 1.80 5.17
N 0.79 2.09 6.15
C -1.70 1.38 3.74
S -2.55 0.95 2.34
C -2.52 1.84 4.84
N -3.19 2.22 5.70
C 2.62 -0.37 3.94
O 1.41 -0.51 3.16
H 2.41 0.11 4.90
H 3.37 0.20 3.40
H 2.97 -1.39 4.11

The frontier orbital gap (spin up / spin down) is 5.0338 / 5.0197 eV.